*i*
A 2-piece molecular cluster, C2H7NS3 overall, computed with ωB97M-V/def2-TZVPD.

Values from the calculation:
HOMO (alpha / beta)   -7.9 / -7.4 eV
E_LUMO (alpha / beta)   0.041 / 0.096 eV
Orbital gap (alpha / beta)   7.9176 / 7.4869 eV
Charge   0

Geometry (Å):
S1 -1.400 1.028 -0.990
H1 -0.287 1.775 -1.375
H2 -0.272 -1.053 1.806
H3 -2.370 -1.573 -0.305
S2 0.400 1.917 1.311
H4 2.436 -0.043 -0.676
N1 -0.918 -0.574 1.221
C1 -0.415 0.453 0.457
S3 -2.384 -1.310 0.908
H5 1.605 1.770 0.542
H6 1.212 -1.474 -0.266
C2 1.387 -0.545 -0.819
H7 1.004 -0.372 -1.815

***

*ii*
A 2-piece molecular cluster, C2H7NS3 overall, computed with ωB97M-V/def2-TZVPD.

Values from the calculation:
HOMO (alpha / beta)   -7.7 / -8.6 eV
E_LUMO (alpha / beta)   -1.884 / -0.547 eV
Orbital gap (alpha / beta)   5.8557 / 8.0708 eV
Charge   0

Geometry (Å):
C1 -0.136 0.697 0.863
S1 -2.082 -1.122 0.240
N1 -0.553 -0.576 0.189
S2 -1.863 0.476 -2.603
H1 -0.913 1.209 1.252
H2 1.226 -1.721 0.267
S3 -1.513 2.523 -2.560
H3 0.168 -1.840 -1.320
H4 1.140 -0.438 -0.982
H5 -2.435 2.939 -3.237
C2 0.477 -1.272 -0.475
H6 0.141 1.403 0.072
H7 0.611 0.374 1.676

***

Stability check: which of them is most stable? *ii*.

***

*i*
A 2-piece molecular cluster, C9H14 overall, computed with ωB97M-V/def2-TZVPD.

Values from the calculation:
<S²>   0.767
HOMO (alpha / beta)   -14.4 / -14.6 eV
E_LUMO (alpha / beta)   -4.337 / -8.185 eV
Multiplicity   2
Orbital gap (alpha / beta)   10.1076 / 6.3903 eV
Charge   +1

Geometry (Å):
H1 -0.327 -3.490 1.909
H2 -0.704 4.252 -0.109
C1 -0.552 0.426 0.746
H3 -0.542 -0.778 -2.428
H4 -1.485 4.048 -1.730
H5 0.877 -3.321 -0.175
H6 0.585 -2.188 2.644
C2 1.390 -2.842 0.655
H7 0.210 4.209 -1.557
C3 -0.532 1.363 -1.947
C4 -0.528 -0.469 -0.330
H8 2.452 -3.043 0.726
C5 -0.418 0.005 -1.691
C6 -0.666 3.762 -1.086
H9 1.232 -3.817 2.521
C7 -0.524 1.751 0.428
H10 -0.615 1.666 -2.985
C8 0.670 -3.064 1.986
H11 -0.600 -1.539 -0.216
H12 -0.335 0.043 1.735
H13 -0.444 2.469 1.247
H14 1.428 -1.740 0.572
C9 -0.572 2.297 -0.916

***

*ii*
A 2-piece molecular cluster, C9H14 overall, computed with ωB97M-V/def2-TZVPD.

Values from the calculation:
<S²>   0.768
HOMO (alpha / beta)   -14.1 / -14.1 eV
E_LUMO (alpha / beta)   -4.494 / -8.291 eV
Multiplicity   2
Orbital gap (alpha / beta)   9.6110 / 5.8141 eV
Charge   +1

Geometry (Å):
H1 -1.965 3.635 0.145
C1 0.797 -1.236 2.504
C2 0.954 -1.469 -1.781
C3 -1.529 2.207 -1.275
H2 0.180 -1.839 3.143
H3 1.962 0.434 -1.542
H4 1.940 -1.475 2.513
H5 -0.018 -3.470 -1.562
H6 -0.622 1.850 -1.605
H7 -1.880 1.828 0.788
H8 0.625 -0.185 2.985
C4 1.406 -0.230 0.361
H9 -1.881 3.092 -1.981
H10 -0.804 -2.810 0.632
C5 0.224 -2.405 -1.130
H11 1.866 0.520 1.019
C6 1.395 -0.312 -1.023
C7 -0.034 -2.120 0.259
H12 0.944 -1.407 -2.866
C8 0.644 -1.170 1.022
C9 -1.409 2.638 0.246
H13 -0.391 2.464 0.545
H14 -2.404 1.460 -1.398

***

Stability check: which of them is most stable? *i*.

***

*i*
A 2-piece molecular cluster, C9H14 overall, computed with ωB97M-V/def2-TZVPD.

Values from the calculation:
<S²>   0.768
HOMO (alpha / beta)   -14.5 / -14.5 eV
E_LUMO (alpha / beta)   -4.470 / -8.200 eV
Multiplicity   2
Orbital gap (alpha / beta)   10.0652 / 6.3318 eV
Charge   +1

Geometry (Å):
C1 2.373 1.728 -1.736
H1 -1.035 2.154 1.145
C2 -1.309 0.058 1.196
H2 -0.439 1.392 2.608
H3 -3.512 -1.932 -0.448
C3 2.504 0.343 -1.144
C4 -0.125 -0.728 1.009
C5 -1.344 -2.203 -0.411
C6 -1.234 1.358 1.863
H4 1.575 -0.220 -1.066
H5 1.813 1.716 -2.668
H6 0.798 -2.381 0.025
C7 -2.568 -1.571 -0.071
H7 -2.175 1.590 2.357
H8 2.948 0.235 -0.156
H9 3.139 -0.389 -1.663
H10 -1.291 -2.928 -1.215
H11 -3.462 0.077 0.915
C8 -0.125 -1.837 0.216
H12 1.847 2.381 -1.026
H13 0.818 -0.514 1.499
C9 -2.547 -0.467 0.730
H14 3.350 2.138 -1.959

***

*ii*
A 2-piece molecular cluster, C9H14 overall, computed with ωB97M-V/def2-TZVPD.

Values from the calculation:
<S²>   0.767
HOMO (alpha / beta)   -14.4 / -14.4 eV
E_LUMO (alpha / beta)   -4.459 / -8.269 eV
Multiplicity   2
Orbital gap (alpha / beta)   9.9214 / 6.1133 eV
Charge   +1

Geometry (Å):
H1 -1.161 -0.421 4.058
H2 0.297 -2.259 -0.141
H3 -1.457 -0.719 0.527
H4 -0.756 2.993 -2.288
C1 -0.369 -0.018 3.430
H5 1.374 -1.138 3.839
H6 0.517 2.484 -3.475
H7 -0.721 0.319 2.463
C2 -0.847 -0.478 -0.332
H8 -1.863 1.316 -0.801
C3 -0.385 2.195 -2.918
H9 0.879 -1.233 2.132
C4 -1.024 0.690 -1.070
C5 -0.162 0.970 -2.093
C6 0.951 0.086 -2.454
C7 0.262 -1.321 -0.682
H10 -0.950 1.883 -3.812
H11 1.518 0.344 -3.332
C8 1.144 -1.040 -1.697
H12 0.058 -2.265 3.326
H13 1.935 -1.759 -1.852
H14 0.219 0.685 4.003
C9 0.540 -1.312 3.167

***

Stability check: which of them is most stable? *i*.

***

*i*
A 2-piece molecular cluster, C2HNO2S overall, computed with ωB97M-V/def2-TZVPD.

Values from the calculation:
HOMO   -10.7 eV
E_LUMO   0.135 eV
Orbital gap   10.8560 eV
Charge   0

Geometry (Å):
S1 2.088 -1.995 -1.431
C1 -0.900 0.301 -1.205
O1 1.242 -0.576 0.706
C2 1.578 -1.231 -0.211
O2 -1.512 1.596 0.791
N1 -1.273 0.892 -0.296
H1 -1.223 1.013 1.646

***

*ii*
The molecule C2HNO2S, computed with ωB97M-V/def2-TZVPD.

Values from the calculation:
Structure (SMILES)   O=c1s/c1=N\O
HOMO   -10.3 eV
E_LUMO   -0.521 eV
Orbital gap   9.8228 eV
Charge   0

Geometry (Å):
C1 -0.127 0.566 -0.045
O1 -2.677 0.209 -0.058
O2 2.028 0.182 -0.191
S1 -0.409 -1.346 0.057
H1 1.687 -0.628 0.338
N1 1.048 1.078 -0.086
C2 -1.549 -0.061 -0.015

***

Stability check: which of them is most stable? *i*.

***

*i*
C2HNO2S as an isolated structure, computed with ωB97M-V/def2-TZVPD.

Values from the calculation:
HOMO (alpha / beta)   -9.3 / -9.3 eV
E_LUMO (alpha / beta)   -1.451 / -1.451 eV
Orbital gap (alpha / beta)   7.8452 / 7.8430 eV
Charge   0

Geometry (Å):
S1 -3.789 0.216 -1.914
C1 -2.489 0.745 -1.340
N1 -1.014 -0.274 -0.876
C2 -1.199 1.011 -0.720
O1 -0.620 1.918 -0.212
H1 0.721 0.202 -0.025
O2 0.169 -0.716 -0.215

***

*ii*
The molecule C2HNO2S, computed with ωB97M-V/def2-TZVPD.

Values from the calculation:
HOMO   -9.1 eV
E_LUMO   -0.126 eV
Orbital gap   8.9319 eV
Charge   0

Geometry (Å):
C1 0.047 0.735 1.328
N1 -0.898 1.203 0.576
O1 1.097 -0.982 -2.501
S1 -0.068 -0.617 -1.744
H1 0.356 0.627 2.317
C2 -0.094 0.153 0.102
O2 -0.440 -1.118 -0.078

***

Stability check: which of them is most stable? *i*.

***

*i*
The molecule C4H8NOP, computed with ωB97M-V/def2-TZVPD.

Values from the calculation:
Structure (SMILES)   CPNC(C)=C=O
HOMO   -7.2 eV
E_LUMO   0.298 eV
Orbital gap   7.5189 eV
Charge   0

Geometry (Å):
H1 -1.618 -1.489 1.973
H2 -0.541 -2.275 -1.636
N1 -0.963 -0.226 -0.227
H3 -1.025 0.392 -1.035
H4 1.179 -3.058 -1.498
C1 -1.758 -0.420 1.967
H5 -0.055 -3.064 -0.323
H6 -0.962 0.200 2.449
H7 -2.591 -0.428 2.743
O1 -4.358 0.999 0.355
P1 0.938 -0.867 -0.324
H8 1.242 -0.134 -1.421
C2 -3.271 0.738 0.613
C3 0.404 -2.481 -1.100
C4 -2.147 -0.002 0.604

***

*ii*
A 2-piece molecular cluster, C4H8NOP overall, computed with ωB97M-V/def2-TZVPD.

Values from the calculation:
HOMO   -8.4 eV
E_LUMO   -0.155 eV
Orbital gap   8.2617 eV
Charge   0

Geometry (Å):
H1 3.267 0.625 -0.989
C1 1.116 -0.658 1.187
H2 0.805 1.111 -1.974
P1 -0.016 -0.046 -0.025
H3 -3.127 -0.368 -0.915
N1 -3.963 0.018 -0.521
H4 3.331 -0.469 1.168
C2 2.402 -0.239 0.654
H5 -3.447 0.254 0.327
H6 -4.267 0.817 -1.045
C3 1.108 0.688 -1.067
C4 2.371 0.340 -0.531
H7 1.107 -1.732 1.229
H8 0.795 -0.396 2.303
O1 -1.481 0.056 0.200

***

Stability check: which of them is most stable? *ii*.

***

*i*
The molecule C5H3NO, computed with ωB97M-V/def2-TZVPD.

Values from the calculation:
Structure (SMILES)   C#CCC(=O)C#N
HOMO   -10.8 eV
E_LUMO   -0.561 eV
Orbital gap   10.1996 eV
Charge   0

Geometry (Å):
C1 -2.115 -0.384 0.667
H1 0.450 1.556 0.706
C2 0.597 -0.292 -1.696
C3 1.270 -0.054 -0.398
N1 0.119 -0.478 -2.732
C4 0.411 0.458 0.748
H2 0.914 0.157 1.673
H3 -3.124 -0.733 0.620
O1 2.456 -0.234 -0.298
C5 -0.977 0.003 0.712

***

*ii*
A 2-piece molecular cluster, C5H3NO overall, computed with ωB97M-V/def2-TZVPD.

Values from the calculation:
Structure (SMILES)   N#CC=C=O.C#C
HOMO   -10.0 eV
E_LUMO   0.089 eV
Orbital gap   10.0679 eV
Charge   0

Geometry (Å):
C1 -1.292 1.073 -1.002
H1 -1.712 0.181 -1.418
N1 -0.852 -2.302 -0.838
C2 1.017 -0.041 1.106
C3 1.033 -1.260 0.579
C4 -0.809 2.067 -0.527
H2 1.920 -1.850 0.784
C5 -0.019 -1.809 -0.199
H3 -0.380 2.950 -0.103
O1 1.094 0.993 1.617

***

*iii*
The molecule C5H3NO, computed with ωB97M-V/def2-TZVPD.

Values from the calculation:
Structure (SMILES)   C#Cc1cocn1
HOMO   -9.1 eV
E_LUMO   0.911 eV
Orbital gap   9.9950 eV
Charge   0

Geometry (Å):
C1 -1.182 -0.529 -1.430
H1 -1.812 -0.721 -2.363
C2 0.785 0.992 0.949
C3 0.033 0.101 0.183
H2 1.881 2.775 1.934
C4 1.401 1.879 1.545
O1 -0.761 -1.615 -0.895
C5 -0.022 -1.301 0.215
H3 0.312 -2.130 0.902
N1 -0.636 0.550 -1.040

***

*iv*
The molecule C5H3NO, computed with ωB97M-V/def2-TZVPD.

Values from the calculation:
Structure (SMILES)   C#CCC(=O)C#N
HOMO   -10.4 eV
E_LUMO   -0.562 eV
Orbital gap   9.7984 eV
Charge   0

Geometry (Å):
H1 -0.023 -0.701 -1.396
C1 -1.926 1.527 0.101
C2 1.521 -0.415 0.008
H2 3.730 -0.170 0.484
H3 -0.229 -1.600 0.091
C3 0.110 -0.623 -0.309
C4 -1.067 0.310 0.168
O1 -2.031 -0.341 0.541
N1 -2.777 2.317 0.053
C5 2.693 -0.304 0.258

***

Stability check: which of them is most stable? *i*.

***

*i*
C5H3NO as an isolated structure, computed with ωB97M-V/def2-TZVPD.

Values from the calculation:
HOMO   -8.8 eV
E_LUMO   -0.020 eV
Orbital gap   8.7502 eV
Charge   0

Geometry (Å):
O1 -0.527 0.057 1.124
C1 1.030 0.992 -0.480
H1 0.146 -1.533 -1.543
C2 1.528 2.257 -0.501
N1 -1.286 -1.630 -0.103
H2 -1.881 -0.887 1.959
C3 -0.255 -1.090 -0.707
H3 2.325 2.857 -0.658
C4 -1.378 -0.976 0.892
C5 0.298 -0.047 0.018

***

*ii*
C5H3NO as an isolated structure, computed with ωB97M-V/def2-TZVPD.

Values from the calculation:
HOMO (alpha / beta)   -9.4 / -9.4 eV
E_LUMO (alpha / beta)   -1.198 / -1.198 eV
Orbital gap (alpha / beta)   8.2111 / 8.2100 eV
Charge   0

Geometry (Å):
C1 -0.282 1.149 -0.202
C2 1.256 -0.079 0.208
C3 -0.720 -1.076 0.026
H1 -1.396 -1.913 -0.017
H2 0.804 1.708 1.638
C4 0.649 1.165 0.734
C5 -1.051 0.200 -0.695
O1 2.007 -0.163 -0.703
H3 -1.674 0.209 -1.565
N1 0.408 -1.201 0.577

***

Stability check: which of them is most stable? *ii*.